a | Formula: C4H3NO3
Source: the OMol25 dataset
Level of theory: the ωB97M-V functional and the def2-TZVPD basis

Values from the calculation:
- Kohn-Sham gap: 0.397 hartree
- SMILES string: O=C(O)c1cnoc1

Geometry (Å):
1 O 1.961 -1.412 -0.372
2 O 2.158 0.932 0.099
3 O -2.100 0.399 -0.271
4 N -2.143 -0.918 0.013
5 C -0.963 1.003 -0.162
6 C -0.048 -0.001 0.064
7 C 1.451 -0.319 -0.172
8 C -0.779 -1.187 0.153
9 H -0.455 -2.208 0.621
10 H 1.674 1.589 0.579
11 H -0.756 2.123 -0.551


b | Formula: C4H3NO3
Source: the OMol25 dataset
Level of theory: the ωB97M-V functional and the def2-TZVPD basis

Values from the calculation:
- Kohn-Sham gap: 0.414 hartree
- SMILES string: N#C[C@H]1O[C@@H]1C(=O)O

Geometry (Å):
1 O -2.244 1.397 -0.097
2 O 0.362 -1.214 0.605
3 O -1.900 -0.900 -0.353
4 N 3.176 0.789 0.005
5 C -1.610 0.383 0.075
6 C -0.069 0.224 0.622
7 C 2.255 0.135 -0.414
8 C 0.863 -0.457 -0.501
9 H 0.241 -0.838 -1.365
10 H 0.326 0.755 1.464
11 H -1.177 -1.406 -0.063


c | Formula: C4H3NO3
Source: the OMol25 dataset
Level of theory: the ωB97M-V functional and the def2-TZVPD basis

Values from the calculation:
- Kohn-Sham gap: 0.335 hartree
- SMILES string: O=c1cnocc1O

Geometry (Å):
1 O -0.649 -1.945 -0.616
2 O 0.750 -0.039 -2.063
3 O 0.204 1.448 1.298
4 N -0.575 0.515 1.955
5 C 0.593 1.336 0.012
6 C -0.339 -0.862 -0.123
7 C 0.458 0.176 -0.785
8 C -0.774 -0.552 1.249
9 H 0.361 -0.915 -2.302
10 H 1.283 2.162 -0.321
11 H -1.312 -1.324 1.697


Stability check: which of them is most stable? c.


a | Formula: C32H30NO5Ti
Source: the OMol25 dataset
Level of theory: the ωB97M-V functional and the def2-TZVPD basis

Values from the calculation:
- Spin multiplicity: 2
- Expectation value of S²: 0.754
- Kohn-Sham gap (spin up / spin down): 0.275 / 0.296 hartree

Geometry (Å):
1 Ti -0.209 0.952 0.996
2 O -2.580 0.112 -2.427
3 O 1.014 1.929 -0.455
4 O -0.392 -1.075 0.572
5 O 2.926 -1.534 1.699
6 O 1.389 0.086 1.873
7 N -0.926 1.088 -1.141
8 C 2.718 -0.927 -2.666
9 C 1.528 2.233 -3.632
10 C -0.409 3.045 2.115
11 C 0.263 1.633 -1.414
12 C 0.624 1.855 4.177
13 C 0.488 1.737 -2.875
14 C 2.003 -1.650 -3.608
15 C 0.646 -2.568 -1.851
16 C -2.250 1.708 1.776
17 C 1.414 2.117 -5.015
18 C 1.840 -1.051 1.471
19 C -0.392 2.035 3.095
20 C 1.419 -5.489 1.382
21 C 0.302 1.520 -5.598
22 C 0.868 -1.843 0.538
23 C 1.605 -4.212 0.888
24 C 0.590 4.146 1.948
25 C 1.347 -1.824 -0.903
26 C -1.535 0.710 -2.331
27 C -3.540 1.186 1.215
28 C -1.848 -0.020 3.690
29 C -1.549 2.842 1.297
30 C 0.617 -3.243 1.063
31 C -1.519 1.197 2.877
32 C -0.744 1.023 -4.820
33 C -1.987 3.733 0.177
34 C -0.629 1.151 -3.454
35 C 0.243 -5.814 2.055
36 C -0.731 -4.852 2.236
37 C 0.961 -2.472 -3.197
38 C 2.388 -1.002 -1.320
39 C -0.545 -3.561 1.746
40 H 0.796 0.800 4.387
41 H -1.148 4.026 -0.458
42 H 2.191 -6.235 1.247
43 H 1.583 2.285 3.896
44 H -1.307 -2.813 1.913
45 H 3.537 -0.292 -2.978
46 H 1.548 3.888 2.396
47 H -4.352 1.893 1.398
48 H -3.821 0.241 1.680
49 H -2.726 3.241 -0.453
50 H -0.148 -3.239 -1.539
51 H 2.951 -0.429 -0.595
52 H 0.767 4.358 0.893
53 H 2.393 2.683 -3.164
54 H -2.434 4.650 0.569
55 H 0.095 -6.816 2.438
56 H -1.644 -5.096 2.764
57 H -0.952 -1.367 -0.161
58 H 0.250 1.442 -6.676
59 H 2.254 -1.579 -4.658
60 H 0.290 2.337 5.099
61 H 2.520 -3.949 0.375
62 H 0.400 -3.048 -3.922
63 H -1.612 0.555 -5.264
64 H -0.954 -0.614 3.894
65 H 0.238 5.067 2.420
66 H 2.206 2.493 -5.651
67 H -3.480 1.022 0.137
68 H -2.282 0.257 4.653
69 H -2.564 -0.663 3.180


b | Formula: C32H30NO5Ti
Source: the OMol25 dataset
Level of theory: the ωB97M-V functional and the def2-TZVPD basis

Values from the calculation:
- Spin multiplicity: 2
- Expectation value of S²: 0.754
- Kohn-Sham gap (spin up / spin down): 0.283 / 0.310 hartree

Geometry (Å):
1 Ti -0.476 1.137 -0.069
2 O 1.507 0.886 0.006
3 O 0.721 2.954 3.522
4 O -1.365 -0.316 1.232
5 O 3.163 -0.607 0.251
6 O 0.033 -0.562 -1.346
7 N -0.357 1.483 2.081
8 C -2.127 2.752 0.037
9 C -2.831 3.099 1.314
10 C 3.738 -2.700 -3.562
11 C 1.106 -2.636 1.078
12 C 0.931 -2.518 -0.295
13 C -0.640 -0.269 3.601
14 C 0.042 -4.796 1.046
15 C -0.565 -1.620 5.538
16 C 0.108 -0.604 6.211
17 C 3.578 -1.846 -4.644
18 C -1.654 1.828 -2.004
19 C -0.121 4.413 0.240
20 C -0.928 3.351 -0.445
21 C -0.852 0.256 2.231
22 C 0.311 -3.555 -0.990
23 C 1.286 -1.248 -1.054
24 C 2.057 -1.489 -2.336
25 C 2.095 -0.249 -0.185
26 C -0.641 2.781 -1.711
27 C 0.031 0.745 4.268
28 C 0.213 1.889 3.293
29 C -1.790 1.030 -3.266
30 C -2.567 1.808 -0.921
31 C 0.540 3.129 -2.572
32 C 2.985 -2.524 -2.412
33 C 0.417 0.601 5.581
34 C 0.666 -3.772 1.742
35 C 1.919 -0.620 -3.412
36 C -3.794 0.955 -0.805
37 C -0.952 -1.465 4.208
38 C -0.136 -4.686 -0.326
39 C 2.670 -0.801 -4.564
40 H -0.570 5.398 0.084
41 H -0.299 -5.682 1.567
42 H -3.226 2.211 1.810
43 H 0.945 1.395 6.094
44 H 3.122 -3.182 -1.564
45 H -2.335 0.100 -3.092
46 H -0.790 -2.544 6.054
47 H -0.614 -5.482 -0.882
48 H -3.670 3.770 1.115
49 H -4.009 0.720 0.237
50 H -0.049 4.235 1.313
51 H -1.472 -2.246 3.668
52 H 1.485 2.913 -2.070
53 H 4.457 -3.508 -3.611
54 H 0.816 -3.858 2.811
55 H -2.352 1.594 -4.014
56 H 0.195 -3.487 -2.067
57 H 0.520 2.573 -3.509
58 H -4.665 1.468 -1.219
59 H -2.154 3.597 2.006
60 H 1.237 0.216 -3.338
61 H 4.167 -1.989 -5.540
62 H -0.536 -1.132 -1.876
63 H 0.531 4.192 -2.820
64 H -3.683 0.011 -1.338
65 H 1.606 -1.850 1.629
66 H 2.552 -0.118 -5.396
67 H 0.894 4.441 -0.155
68 H 0.400 -0.753 7.243
69 H -0.824 0.782 -3.702


Stability check: which of them is most stable? a.


a | Formula: C3H5B
Source: the OMol25 dataset
Level of theory: the ωB97M-V functional and the def2-TZVPD basis

Values from the calculation:
- Kohn-Sham gap: 0.279 hartree
- SMILES string: C1B2CC12

Geometry (Å):
1 C 0.027 -0.512 0.171
2 C 1.225 0.265 -0.095
3 C -1.113 0.353 -0.024
4 B 0.102 1.221 0.265
5 H -1.506 0.675 -1.071
6 H 1.776 0.219 -1.106
7 H 1.983 -0.112 0.638
8 H -2.180 -0.213 0.415
9 H -0.039 -1.113 1.195


b | Formula: C3H5B
Source: the OMol25 dataset
Level of theory: the ωB97M-V functional and the def2-TZVPD basis

Values from the calculation:
- Kohn-Sham gap: 0.288 hartree

Geometry (Å):
1 C -1.146 -0.463 -0.045
2 C 1.249 0.084 -0.099
3 C -0.135 0.304 0.389
4 B 0.761 -1.368 0.207
5 H 2.086 0.698 0.301
6 H -1.001 -0.927 -1.020
7 H -0.440 0.804 1.343
8 H 1.460 0.374 -1.217
9 H -2.195 -0.462 0.500


c | Formula: C3H5B
Source: the OMol25 dataset
Level of theory: the ωB97M-V functional and the def2-TZVPD basis

Values from the calculation:
- Kohn-Sham gap: 0.295 hartree

Geometry (Å):
1 C -0.206 -0.264 0.485
2 C -0.939 0.239 -0.694
3 C 1.143 -0.313 0.481
4 B -0.029 1.456 -0.406
5 H -2.020 0.235 -0.602
6 H -0.736 -0.319 1.430
7 H 1.719 -0.503 1.372
8 H 1.708 -0.295 -0.438
9 H -0.640 -0.236 -1.628


Stability check: which of them is most stable? c.


a | Formula: C3H8NO
Source: the OMol25 dataset
Level of theory: the ωB97M-V functional and the def2-TZVPD basis

Values from the calculation:
- Charge: +1
- Kohn-Sham gap: 0.340 hartree

Geometry (Å):
1 O -0.179 0.143 -0.042
2 N 2.513 -0.560 -0.065
3 C -1.315 0.566 -0.191
4 C -2.454 -0.171 0.359
5 C 1.827 0.733 0.086
6 H -2.998 0.593 1.079
7 H 3.170 -0.737 0.771
8 H -3.336 -0.204 -0.474
9 H 1.716 -1.255 -0.032
10 H 1.686 1.179 -0.846
11 H 3.145 -0.652 -0.915
12 H -2.200 -1.212 0.720
13 H -1.572 1.577 -0.450


b | Formula: C3H8NO
Source: the OMol25 dataset
Level of theory: the ωB97M-V functional and the def2-TZVPD basis

Values from the calculation:
- Charge: +1
- Kohn-Sham gap: 0.267 hartree

Geometry (Å):
1 O -0.266 -1.052 -0.848
2 N -1.302 0.311 1.211
3 C 1.015 -0.754 -1.382
4 C 1.146 0.455 -1.985
5 C -0.619 0.796 2.272
6 H -2.387 0.270 1.427
7 H -0.240 -2.011 -0.847
8 H 1.693 -1.619 -1.392
9 H 0.662 1.193 -1.420
10 H 1.921 0.545 -2.823
11 H -0.694 -0.090 0.268
12 H 0.327 0.389 2.687
13 H -1.255 1.568 2.834


c | Formula: C3H8NO
Source: the OMol25 dataset
Level of theory: the ωB97M-V functional and the def2-TZVPD basis

Values from the calculation:
- Charge: +1
- Kohn-Sham gap: 0.327 hartree

Geometry (Å):
1 O -0.167 1.382 -0.198
2 N -1.491 -1.028 0.353
3 C 1.012 1.416 -0.516
4 C 1.739 0.217 -1.048
5 C -1.911 -0.640 1.489
6 H 1.489 2.373 -0.286
7 H 2.557 -0.055 -0.370
8 H -2.309 -1.355 2.197
9 H -0.881 -0.480 -0.271
10 H -1.410 -2.028 0.231
11 H -1.982 0.422 1.670
12 H 2.139 0.499 -2.030
13 H 1.216 -0.722 -1.222


d | Formula: C3H8NO
Source: the OMol25 dataset
Level of theory: the ωB97M-V functional and the def2-TZVPD basis

Values from the calculation:
- Charge: +1
- Kohn-Sham gap: 0.358 hartree

Geometry (Å):
1 O -1.052 -0.457 0.415
2 N 0.038 1.785 0.032
3 C 0.651 0.663 0.147
4 C 0.839 -0.233 -1.110
5 C -1.144 -1.488 0.986
6 H -0.731 1.906 -0.630
7 H -1.061 -2.620 0.811
8 H 1.288 0.613 0.959
9 H -0.046 2.607 0.659
10 H 1.886 -0.378 -1.183
11 H 0.403 0.345 -1.973
12 H -1.543 -1.467 2.026
13 H 0.472 -1.277 -1.139


Stability check: which of them is most stable? c.


a | Formula: C2H10N3O
Source: the OMol25 dataset
Level of theory: the ωB97M-V functional and the def2-TZVPD basis

Values from the calculation:
- Charge: +1
- Kohn-Sham gap (spin up / spin down): 0.331 / 0.331 hartree

Geometry (Å):
1 O 2.140 1.202 -2.020
2 N 0.841 1.531 -1.639
3 N -1.613 -0.802 2.576
4 N -0.482 0.276 0.479
5 C 0.532 0.967 0.306
6 C 2.139 -0.240 -2.350
7 H -1.030 -0.245 -0.334
8 H -2.054 0.044 3.039
9 H 1.131 1.324 1.055
10 H -1.010 -1.178 3.231
11 H 0.967 2.623 -1.628
12 H 3.252 -0.558 -2.386
13 H -1.111 -0.302 1.552
14 H -2.155 -1.599 2.288
15 H 1.541 -0.640 -1.487
16 H 1.680 -0.508 -3.365


b | Formula: C2H10N3O
Source: the OMol25 dataset
Level of theory: the ωB97M-V functional and the def2-TZVPD basis

Values from the calculation:
- Charge: +1
- Kohn-Sham gap: 0.404 hartree
- SMILES string: NC[C@@](N)([NH3+])O

Geometry (Å):
1 O 0.407 0.615 -1.345
2 N 1.594 0.600 0.693
3 N 0.534 -1.312 -0.336
4 N -1.829 -0.138 -0.286
5 C -0.862 0.557 0.630
6 C 0.494 0.324 -0.067
7 H 2.306 1.216 0.200
8 H 1.312 -1.987 0.044
9 H 0.587 -1.424 -1.383
10 H -0.378 -1.579 0.014
11 H -2.529 0.449 -0.554
12 H 1.397 0.920 1.702
13 H -1.086 1.673 0.612
14 H -0.943 0.290 1.660
15 H 1.312 0.710 -1.805
16 H -2.314 -0.915 0.219


Stability check: which of them is most stable? b.


a | Formula: C3H4O3S
Source: the OMol25 dataset
Level of theory: the ωB97M-V functional and the def2-TZVPD basis

Values from the calculation:
- Kohn-Sham gap: 0.307 hartree

Geometry (Å):
1 S 3.989 -0.258 0.503
2 O 4.319 -1.647 0.830
3 O 1.586 1.422 0.066
4 O 3.858 0.066 -0.920
5 C 0.467 1.359 -0.262
6 C -0.942 1.419 -0.046
7 C -0.327 0.243 -0.855
8 H -0.559 0.325 -1.880
9 H -1.029 1.316 1.017
10 H -1.628 2.153 -0.390
11 H -0.307 -0.806 -0.576


b | Formula: C3H4O3S
Source: the OMol25 dataset
Level of theory: the ωB97M-V functional and the def2-TZVPD basis

Values from the calculation:
- Kohn-Sham gap: 0.364 hartree

Geometry (Å):
1 S 2.721 0.502 -0.446
2 O -0.328 0.473 -2.352
3 O 2.014 0.870 -2.016
4 O 3.148 1.688 0.231
5 C 0.699 0.419 -1.489
6 C 0.009 -0.241 0.853
7 C 0.913 0.218 -0.210
8 H 0.415 -1.126 1.330
9 H -0.040 0.564 1.690
10 H 0.039 0.567 -3.214
11 H -0.951 -0.487 0.284


c | Formula: C3H4O3S
Source: the OMol25 dataset
Level of theory: the ωB97M-V functional and the def2-TZVPD basis

Values from the calculation:
- Kohn-Sham gap: 0.305 hartree
- SMILES string: O=C(O)C(=S)CO

Geometry (Å):
1 S -0.016 -0.510 2.206
2 O -1.706 -1.627 0.005
3 O 2.112 1.214 0.836
4 O 0.958 1.239 -1.086
5 C -0.844 -0.619 -0.409
6 C 1.171 0.841 0.182
7 C 0.098 -0.114 0.653
8 H -1.393 0.269 -0.776
9 H -0.237 -0.990 -1.251
10 H 1.700 1.842 -1.309
11 H -1.844 -1.545 0.947


Stability check: which of them is most stable? c.